w | C2H5NO2S2 | ωB97M-V/def2-TZVPD

The value obtained for the HOMO energy is -9.95 eV. As for the SMILES: [H]/N=C/S(=O)(=O)SC.

Each atom is followed by the atoms it is bonded to, with distances in Å.
Element x y z (Å)
1 H 0.98039 -2.20673 -1.64684  N2 1.004
2 N 0.61580 -1.45120 -1.09552  H1 1.004, C3 1.236
3 C -0.48749 -1.62889 -0.56851  N2 1.236, S4 1.888, H9 1.096
4 S -1.22127 -0.07712 0.21829  C3 1.888, O5 1.746, O6 1.426, S7 2.065
5 O -0.80058 -0.09565 1.91300  S4 1.746
6 O -2.59696 -0.11674 -0.15529  S4 1.426
7 S -0.30892 1.54268 -0.68110  S4 2.065, C8 1.790
8 C 0.98208 1.71561 0.54737  S7 1.790, H10 1.071, H11 1.047, H12 1.086
9 H -1.10420 -2.49638 -0.83122  C3 1.096
10 H 1.38456 2.66618 0.83302  C8 1.071
11 H 1.82823 1.20642 0.20091  C8 1.047
12 H 0.72837 0.94182 1.26590  C8 1.086

Löwdin atomic charges, in units of e:
1. H 0.066
2. N 0.070
3. C -0.281
4. S 0.564
5. O -0.473
6. O -0.396
7. S 0.719
8. C -0.432
9. H 0.113
10. H 0.048
11. H 0.006
12. H -0.004

x | C2H5NO2S2 | ωB97M-V/def2-TZVPD

The value obtained for the HOMO energy is -9.59 eV. As for the SMILES: O=S1(=O)CSCN1.

Each atom is followed by the atoms it is bonded to, with distances in Å.
Element x y z (Å)
1 O -1.64784 0.15737 -1.37063  S2 1.420
2 S -0.54178 0.77430 -0.72790  O1 1.420, O3 1.435, C4 1.845, N7 1.675
3 O -0.26212 2.14619 -1.04434  S2 1.435
4 C -0.82889 0.48529 1.07122  S2 1.845, S5 1.826, H8 1.010, H9 1.079
5 S 0.35439 -0.78518 1.63571  C4 1.826, C6 1.853
6 C 0.76187 -1.27261 -0.10478  S5 1.853, N7 1.453, H10 1.061, H11 1.137
7 N 0.87182 -0.09613 -0.95094  S2 1.675, C6 1.453, H12 0.969
8 H -1.80539 0.36206 1.29896  C4 1.010
9 H -0.31703 1.36756 1.42407  C4 1.079
10 H -0.03718 -1.95496 -0.25007  C6 1.061
11 H 1.82312 -1.67829 -0.15849  C6 1.137
12 H 1.62900 0.49439 -0.82280  N7 0.969

Löwdin atomic charges, in units of e:
1. O -0.284
2. S 0.578
3. O -0.296
4. C -0.478
5. S 0.820
6. C -0.491
7. N -0.163
8. H 0.024
9. H 0.040
10. H 0.057
11. H 0.116
12. H 0.077

y | C2H5NO2S2 | ωB97M-V/def2-TZVPD

The value obtained for the HOMO energy is -9.32 eV.

Each atom is followed by the atoms it is bonded to, with distances in Å.
Element x y z (Å)
1 C 1.22387 -1.38442 0.20573  N3 1.236, S7 1.814, H8 1.203
2 C -0.26254 1.74540 -0.44468  O4 1.375, S6 1.847, H10 1.072, H11 1.065
3 N 0.00445 -1.58303 0.23372  C1 1.236, H12 1.005
4 O -0.66343 0.61657 -1.12048  C2 1.375, H9 0.962
5 O 3.45907 -0.26483 -0.31194  S7 1.445
6 S 1.00246 1.39274 0.85440  C2 1.847, S7 2.235
7 S 2.06634 0.02810 -0.55948  C1 1.814, O5 1.445, S6 2.235
8 H 2.03878 -1.95553 0.88219  C1 1.203
9 H -0.42098 -0.11229 -0.54119  O4 0.962
10 H 0.08237 2.30607 -1.29057  C2 1.072
11 H -1.00280 2.21242 0.16289  C2 1.065
12 H -0.43708 -2.33554 0.73194  N3 1.005

Löwdin atomic charges, in units of e:
1. C -0.441
2. C -0.610
3. N 0.050
4. O -0.156
5. O -0.539
6. S 0.649
7. S 0.720
8. H 0.144
9. H -0.044
10. H 0.081
11. H 0.055
12. H 0.091

Energies relative to the most stable structure are w 58.0; x 0.0; y 30.4, reported in kcal/mol.

w | C4H9B | ωB97M-V/def2-TZVPD

The value obtained for the HOMO energy (spin up / spin down) is -7.89 / -8.04 eV.

Each atom is followed by the atoms it is bonded to, with distances in Å.
Element x y z (Å)
1 B 0.96081 0.29487 0.38339  C2 1.470, C3 1.527
2 C 2.15254 -0.53591 0.60896  B1 1.470, C3 1.542, H6 1.034, H7 1.040
3 C 2.08731 0.35774 -0.64616  B1 1.527, C2 1.542, H8 1.084, H9 1.134
4 C -2.32184 0.03412 -0.59998  C5 1.510, H10 1.017, H11 1.064, H12 1.086
5 C -2.01222 0.17101 0.87133  C4 1.510, H13 1.035, H14 1.064
6 H 2.89955 -0.34192 1.29740  C2 1.034
7 H 2.17803 -1.55791 0.42038  C2 1.040
8 H 1.83264 -0.12507 -1.58308  C3 1.084
9 H 2.88979 1.15832 -0.61486  C3 1.134
10 H -3.33073 -0.08610 -0.56025  C4 1.017
11 H -2.19690 0.94184 -1.14155  C4 1.064
12 H -1.75805 -0.74406 -1.10573  C4 1.086
13 H -1.63045 1.08348 1.17601  C5 1.035
14 H -1.75047 -0.65043 1.49414  C5 1.064

Löwdin atomic charges, in units of e:
1. B -0.003
2. C -0.147
3. C -0.117
4. C -0.175
5. C -0.025
6. H 0.063
7. H 0.063
8. H 0.075
9. H 0.104
10. H 0.025
11. H 0.060
12. H 0.070
13. H -0.018
14. H 0.026

x | C4H9B | ωB97M-V/def2-TZVPD

The value obtained for the HOMO energy is -9.39 eV. As for the SMILES: C=CB(C)C.

Each atom is followed by the atoms it is bonded to, with distances in Å.
Element x y z (Å)
1 C 1.77497 0.63422 1.66803  C2 1.307, H6 0.982, H7 1.121
2 C 1.12359 0.95419 0.58105  C1 1.307, B3 1.969, H8 1.029
3 B -0.43752 0.04066 -0.19663  C2 1.969, C4 1.570, C5 1.580
4 C -1.67903 0.69175 -0.90248  B3 1.570, H9 1.111, H10 1.092, H11 1.051
5 C -0.18803 -1.50832 -0.38703  B3 1.580, H12 1.112, H13 1.104, H14 0.990
6 H 2.71254 0.92608 1.66856  C1 0.982
7 H 1.38293 -0.12772 2.39086  C1 1.121
8 H 1.54452 1.67640 -0.01971  C2 1.029
9 H -1.75736 0.06580 -1.81710  C4 1.111
10 H -1.52044 1.73798 -1.17394  C4 1.092
11 H -2.53980 0.55360 -0.31539  C4 1.051
12 H -1.05435 -2.17019 -0.16973  C5 1.112
13 H 0.76263 -1.86877 0.04372  C5 1.104
14 H -0.12465 -1.60567 -1.37021  C5 0.990

Löwdin atomic charges, in units of e:
1. C -0.077
2. C -0.069
3. B -0.154
4. C -0.053
5. C -0.059
6. H -0.010
7. H 0.077
8. H 0.014
9. H 0.075
10. H 0.060
11. H 0.044
12. H 0.084
13. H 0.067
14. H 0.000

Energies relative to the most stable structure are w 89.5; x 0.0, reported in kcal/mol.